Record 1
Entry from the Open Molecules 2025 dataset: one molecule with the formula C19H28N2O4S (ωB97M-V with the def2-TZVPD basis set).

XYZ file:
```
54
Properties=species:S:1:pos:R:3:mulliken_charge:R:1
C 7.09 1.73 -2.00 -0.5765
O 7.88 1.00 -1.10 -0.4307
C 7.36 0.90 0.20 -0.6745
C 6.14 -0.03 0.29 -0.6658
C 4.83 0.74 0.13 0.7896
O 4.77 1.95 0.21 -0.6502
N 3.72 0.00 -0.13 0.0536
C 3.58 -1.43 -0.01 -0.8353
H 4.55 -1.92 0.02 0.4495
C 2.79 -1.78 1.26 -1.0269
H 2.66 -2.86 1.32 0.4747
H 3.33 -1.44 2.14 0.3684
C 1.42 -1.10 1.23 0.0263
C 1.59 0.41 1.01 -0.6484
H 0.62 0.89 0.88 0.4820
C 2.44 0.66 -0.24 -1.1210
H 2.62 1.73 -0.36 0.4549
H 1.92 0.28 -1.12 0.3812
H 2.08 0.84 1.88 0.4410
H 0.91 -1.29 2.19 0.3625
O 0.69 -1.70 0.17 -0.3431
C -0.66 -1.57 0.09 0.7356
C -1.47 -0.92 1.02 -0.2693
C -2.84 -0.87 0.83 -0.8850
C -3.43 -1.45 -0.28 0.4666
C -2.62 -2.12 -1.20 -0.7808
C -1.25 -2.18 -1.02 -0.6001
H -0.62 -2.69 -1.72 0.4226
H -3.08 -2.60 -2.05 0.4205
C -4.89 -1.44 -0.54 0.4216
O -5.45 -2.30 -1.20 -0.6835
N -5.57 -0.40 0.02 -0.1233
H -5.06 0.38 0.40 0.2833
C -6.97 -0.17 -0.25 -0.7453
C -7.17 1.10 -1.06 -0.6554
H -6.59 1.05 -1.99 0.3530
H -8.22 1.26 -1.30 0.3745
S -6.56 2.59 -0.19 -0.1026
C -7.93 2.86 0.96 -0.8178
H -7.69 3.76 1.52 0.3517
H -8.85 3.01 0.40 0.2581
H -8.03 2.02 1.64 0.2517
H -7.52 -0.10 0.70 0.2659
H -7.33 -1.03 -0.81 0.3863
H -3.44 -0.38 1.58 0.4196
H -1.05 -0.46 1.90 0.3506
H 3.03 -1.80 -0.88 0.2548
H 6.23 -0.79 -0.48 0.3933
H 6.13 -0.51 1.27 0.5035
H 7.08 1.90 0.58 0.3469
H 8.18 0.50 0.80 0.3503
H 7.68 1.86 -2.90 0.2759
H 6.16 1.20 -2.24 0.1895
H 6.82 2.71 -1.58 0.2762
```

frontier orbital gap: 9.37 eV
DFT total energy: -42163.5283 eV
HOMO: -8.79 eV
relative energy (zero: lowest compared OMol25 entry of this formula, charge and spin): 1.147 eV
LUMO level: 0.58 eV
structure (SMILES): COCCC(=O)N1CCC(Oc2ccc(C(=O)NCCSC)cc2)CC1

---

Record 2
Entry from the Open Molecules 2025 dataset: one molecule with the formula C4H6O2 in a non-equilibrium geometry (ωB97M-V with the def2-TZVPD basis set).

XYZ file:
```
12
Properties=species:S:1:pos:R:3:mulliken_charge:R:1
C 1.09 0.34 0.54 -0.3506
C 0.57 1.27 -0.44 -0.5329
C -0.68 -1.13 -0.71 -0.3744
C -0.36 0.06 -0.01 0.7709
O -1.92 -1.61 -0.74 -0.4821
O -1.41 0.41 0.86 -0.7077
H 1.91 -0.35 0.34 0.2677
H 1.01 0.57 1.59 0.1921
H 1.03 1.17 -1.43 0.1227
H 0.01 -1.62 -1.37 0.3697
H -2.46 -1.08 -0.14 0.3517
H -1.33 1.35 1.05 0.3729
```

frontier orbital gap (alpha / beta): 7.67 / 7.67 eV
DFT total energy: -8335.9973 eV
HOMO (alpha / beta): -7.64 / -7.64 eV
relative energy (zero: lowest compared OMol25 entry of this formula, charge and spin): 4.464 eV
LUMO level (alpha / beta): 0.03 / 0.03 eV

---

Record 3
Entry from the Open Molecules 2025 dataset: a 2-piece molecular cluster, C6H12O overall in a non-equilibrium geometry (ωB97M-V with the def2-TZVPD basis set).

XYZ file:
```
19
Properties=species:S:1:pos:R:3:mulliken_charge:R:1
C 0.40 1.99 -1.28 -1.2770
C 0.05 0.58 -1.01 0.9350
C -1.14 0.24 -0.38 -0.6882
C 0.99 -0.49 -1.41 -0.7640
C 1.51 -1.02 -0.10 0.0113
C 1.02 -2.14 0.42 -0.6971
H 0.02 2.62 -0.47 0.4187
H -0.10 2.31 -2.20 0.3579
H 1.46 2.21 -1.37 0.3799
H -1.78 1.08 -0.14 0.2983
H -1.64 -0.70 -0.14 0.3118
H 0.43 -1.24 -2.00 0.3500
H 1.68 -0.18 -2.16 0.4308
H 2.20 -0.33 0.35 0.3773
H 0.28 -2.76 -0.08 0.2763
H 1.34 -2.52 1.39 0.2684
H -1.72 0.24 4.14 0.3209
H -2.94 -0.13 3.23 0.3250
O -2.05 0.26 3.23 -0.6353
```

frontier orbital gap (alpha / beta): 10.31 / 6.46 eV
DFT total energy: -8453.8790 eV
HOMO (alpha / beta): -14.57 / -14.48 eV
relative energy (zero: lowest compared OMol25 entry of this formula, charge and spin): 1.169 eV
net charge: +1
LUMO level (alpha / beta): -4.27 / -8.02 eV
multiplicity: 2

---

Record 4
Entry from the Open Molecules 2025 dataset: one molecule with the formula C2H2BrN3 in a non-equilibrium geometry (ωB97M-V with the def2-TZVPD basis set).

XYZ file:
```
8
Properties=species:S:1:pos:R:3:mulliken_charge:R:1
C -1.27 1.72 0.01 0.4796
C 0.20 -0.18 0.07 0.4469
N -2.16 2.43 -0.03 -0.4579
N -0.29 0.90 0.14 -0.4227
N 1.32 -0.82 -0.03 -0.3955
Br -1.31 -2.00 0.02 -0.0715
H 2.25 -0.30 -0.32 0.2422
H 1.25 -1.75 0.14 0.1789
```

frontier orbital gap (alpha / beta): 6.93 / 5.69 eV
DFT total energy: -76613.6950 eV
HOMO (alpha / beta): -6.46 / -9.99 eV
relative energy (zero: lowest compared OMol25 entry of this formula, charge and spin): 0.157 eV
LUMO level (alpha / beta): 0.47 / -4.30 eV
multiplicity: 3